#P
Density functional theory data (the ωB97M-V functional and the def2-TZVPD basis) for the ion C5H13N2 with charge +2.

Calculated values
Frontier orbital gap (alpha / beta): 11.1 / 9.3 eV
Highest occupied orbital energy (alpha / beta): -19.0 / -21.1 eV

The geometry in ORCA input format:
```
! RIJCOSX wB97M-V def2-TZVPD def2/J DEFGRID3
* xyz 2 2
C -0.00424 1.57174 -1.18866
H 0.56135 2.45876 -0.71597
H 1.92054 0.80156 -0.75774
H 1.21736 -0.18883 -1.94868
C 0.85518 -0.28709 1.36406
H -0.97950 -1.15993 -1.26444
C -0.49564 -1.56281 -0.43932
C 0.46027 -0.56564 0.09005
N -1.24661 1.25939 -0.36559
H -1.18087 -1.92525 0.15841
H -1.89159 1.95780 -0.50121
C 1.04526 0.32814 -0.95721
H -1.72088 0.28569 -0.55902
H -0.22731 1.78498 -2.26733
H 1.72036 0.43711 1.51715
H -0.30794 -1.66244 2.22271
H 0.07228 -2.45808 -0.77175
H 0.86257 -1.17686 3.31464
H -0.98626 1.06647 0.56867
N 0.32567 -0.96472 2.50122
*
```

---

#Q
Density functional theory data (the ωB97M-V functional and the def2-TZVPD basis) for the ion C5H13N2 with charge +2.

Calculated values
Frontier orbital gap (alpha / beta): 9.3 / 10.2 eV
Highest occupied orbital energy (alpha / beta): -18.1 / -20.1 eV

The geometry in ORCA input format:
```
! RIJCOSX wB97M-V def2-TZVPD def2/J DEFGRID3
* xyz 2 2
H -0.92054 -0.80559 -1.37058
C 0.98177 0.42980 -0.77699
H 1.33312 1.34028 -1.26072
H 1.71353 -1.93766 0.35992
H 1.53610 1.02763 1.22529
N 0.32990 -1.28518 1.91978
H 0.35814 -0.65237 2.72445
C -2.54220 1.10717 -1.74501
C 1.74505 0.21824 0.51905
H 2.41472 -1.37061 1.88296
H -2.98928 2.08843 -1.70373
H 0.12877 -2.21415 2.30458
H 2.79423 0.28813 0.21543
N -1.28856 0.97686 -0.93914
C -0.36811 0.09859 -1.09122
H -0.44609 -1.00278 1.32477
H -2.27681 0.66719 -2.70377
H -3.24130 0.34235 -1.39151
H -0.90341 1.87132 -0.63529
C 1.64098 -1.18764 1.14172
*
```

---

Stability comparison, relative energies in hartree: #P 0.0151; #Q 0.0000

---

#P
Density functional theory data (the ωB97M-V functional and the def2-TZVPD basis) for a cluster of 2 separate species, C3H11N3O in total.

Calculated values
Structure (SMILES): CCNN.NC=O
Frontier orbital gap: 10.1 eV
Highest occupied orbital energy: -9.3 eV

The geometry in ORCA input format:
```
! RIJCOSX wB97M-V def2-TZVPD def2/J DEFGRID3
* xyz 0 1
N 0.33970 0.03540 0.78188
N -0.82851 2.17807 -1.44933
H 0.63033 0.99728 0.58916
H 0.02692 -1.09154 2.45689
C 0.38758 -2.25727 -0.18752
H 0.02334 2.69988 -1.30926
H 1.59087 -0.62274 2.29511
H -1.74528 3.00529 0.19798
H -0.88250 1.49976 -2.19762
N 0.62554 -0.32037 2.14698
C -1.90269 2.28608 -0.62197
O -2.93777 1.65963 -0.78661
H 0.52140 -2.77229 0.76875
H 0.88915 -0.43378 -1.17078
H 2.07819 -0.92027 0.02836
H -0.68378 -2.21369 -0.41036
H 0.86636 -2.86460 -0.96279
C 1.00114 -0.86485 -0.16887
*
```

---

#Q
Density functional theory data (the ωB97M-V functional and the def2-TZVPD basis) for a cluster of 2 separate species, C3H11N3O in total.

Calculated values
Frontier orbital gap (alpha / beta): 8.4 / 7.5 eV
Highest occupied orbital energy (alpha / beta): -7.8 / -7.3 eV

The geometry in ORCA input format:
```
! RIJCOSX wB97M-V def2-TZVPD def2/J DEFGRID3
* xyz 0 1
H -0.22071 0.58957 1.85866
H -0.60391 1.05087 -1.49652
C 0.37173 0.76924 -1.12415
H 0.58751 2.19933 0.46798
H -1.72001 -0.29311 2.22725
H 0.92730 0.13504 -1.79642
C -1.18234 0.27407 1.46297
H 0.44751 -2.17875 -1.38278
H -1.76657 1.15118 1.18116
N -0.15261 -2.46658 -0.60675
H 0.23007 -3.33547 -0.25094
H 1.26632 2.69372 -1.06938
O 1.22309 -0.86755 0.36881
N 0.07395 -1.49985 0.44696
H -1.77467 -0.99583 -0.07258
N -0.93676 -0.52402 0.26445
H 2.10131 1.47106 -0.07430
C 1.12879 1.82709 -0.40442
*
```

---

Stability comparison, relative energies in hartree: #P 0.0000; #Q 0.1861